133
Properties=species:S:1:pos:R:3:lowdin_charge:R:1 method="wB97M-V/def2-TZVPD" total_charge=-2 spin_multiplicity=1 relative_energy_kj_mol=0.0 gap_ha="0.1311 / 0.0917"
K -0.0077 -0.3925 -1.6353 0.647
C 5.0916 -1.9733 1.0878 -0.142
C 4.7171 -3.3107 1.2805 -0.136
C 3.8529 -3.8906 0.3958 -0.064
C 3.3351 -3.1577 -0.7238 -0.365
N 3.6957 -1.8604 -0.8840 0.106
C 4.5402 -1.3270 0.0031 -0.214
N 2.6322 -3.8806 -1.6051 0.119
C 1.7283 -3.6595 -2.5479 -0.317
N 0.9311 -2.5860 -2.8835 0.071
C 0.1337 -2.9840 -3.9240 -0.344
N -0.6288 -2.2831 -4.7441 0.132
C -1.3786 -1.1854 -4.6210 -0.380
C -1.5683 -0.3676 -5.7770 -0.045
C -2.5820 0.5536 -5.7986 -0.137
C -3.3962 0.7157 -4.6689 -0.143
C -3.0810 -0.0358 -3.5554 -0.192
N -2.1196 -0.9640 -3.5015 0.054
C 0.3577 -4.3954 -4.2328 -0.142
C -0.2769 -5.2793 -5.0944 -0.052
C 0.1403 -6.6028 -5.0988 -0.141
C 1.1817 -7.0264 -4.2574 -0.139
C 1.8083 -6.1375 -3.3950 -0.050
C 1.3788 -4.8176 -3.3805 -0.140
H 5.7722 -1.4643 1.7579 0.070
H 5.1080 -3.8768 2.1189 0.088
H 3.5319 -4.9179 0.5022 0.095
H 4.8038 -0.2847 -0.1713 0.082
H -0.9091 -0.5193 -6.6211 0.095
H -2.7535 1.1590 -6.6814 0.092
H -4.2097 1.4289 -4.6505 0.079
H -3.6528 0.0879 -2.6351 0.093
H -1.0814 -4.9317 -5.7340 0.094
H -0.3465 -7.3241 -5.7466 0.073
H 1.4876 -8.0672 -4.2760 0.074
H 2.6048 -6.4642 -2.7355 0.094
C 3.3394 1.1969 -5.9696 -0.043
N 3.6735 1.2730 -4.5568 -0.135
C 4.8710 2.0270 -4.2511 -0.059
C 2.6968 0.9352 -3.6564 -0.390
O 1.6340 0.4650 -4.0219 0.031
C 2.9390 1.1526 -2.1739 -0.112
O 1.9001 2.0287 -1.7496 -0.135
C 2.1186 2.6062 -0.4904 -0.124
C 2.1139 1.5815 0.6449 -0.447
O 1.5918 0.4898 0.4987 -0.004
N 2.7240 1.9584 1.7983 -0.126
C 3.1641 3.3203 2.0346 -0.057
C 2.8061 1.0220 2.9148 -0.034
H 4.2063 0.8464 -6.5322 0.083
H 3.0421 2.1799 -6.3544 0.089
H 2.5152 0.5029 -6.1007 0.088
H 5.6371 1.7758 -4.9844 0.082
H 5.2668 1.7804 -3.2711 0.076
H 4.6971 3.1089 -4.3013 0.092
H 3.9101 1.5949 -1.9405 0.108
H 2.8724 0.1737 -1.6993 0.092
H 1.2769 3.2760 -0.3058 0.112
H 3.0547 3.1796 -0.4980 0.119
H 2.3850 4.0438 1.7803 0.085
H 4.0714 3.5675 1.4745 0.083
H 3.3875 3.4275 3.0937 0.085
H 2.5103 0.0363 2.5661 0.082
H 2.1387 1.3260 3.7229 0.078
H 3.8353 0.9787 3.2804 0.087
C 0.7177 -3.4967 3.6692 -0.075
C 0.8700 -2.8944 2.4252 -0.149
N -0.1351 -2.2564 1.8134 0.087
C -1.2943 -2.2033 2.4574 -0.156
C -1.5534 -2.7031 3.7471 -0.254
C -0.4870 -3.4005 4.3393 -0.045
C -2.8589 -2.5223 4.3312 -0.106
C -3.2411 -2.4715 5.6731 -0.112
C -2.5010 -2.1382 6.8282 -0.327
C -3.0812 -2.2539 8.1315 -0.075
C -2.3648 -1.8451 9.2151 -0.219
N -1.1124 -1.3198 9.1351 -0.002
C -0.6516 -1.2472 7.8833 -0.291
N -1.2306 -1.6021 6.7530 0.090
H 1.5480 -4.0404 4.1054 0.092
H 1.8123 -2.9148 1.8954 0.081
H -2.0827 -1.6778 1.9350 0.072
H -0.6326 -3.8733 5.2996 0.103
H -3.6646 -2.4415 3.6035 0.085
H -4.3031 -2.6128 5.8628 0.079
H -4.0762 -2.6692 8.2438 0.086
H -2.7745 -1.9243 10.2187 0.077
H 0.3502 -0.8264 7.7814 0.088
C -1.2961 1.4355 5.0881 -0.158
C -1.0912 0.5111 3.9105 -0.184
N -0.4519 1.2565 2.8293 0.095
C -0.9549 2.4732 2.4333 -0.379
N -0.7366 2.8711 1.2264 0.085
C -1.2467 4.1591 0.8001 -0.254
C -1.3663 5.1526 1.9447 -0.175
C -2.1668 4.4924 3.0521 -0.185
N -1.5580 3.2336 3.4317 -0.049
C -2.1191 2.6248 4.6329 -0.169
H -0.3289 1.7856 5.4607 0.116
H -1.8008 0.8952 5.8893 0.105
H -2.0604 0.1005 3.6021 0.107
H -0.4642 -0.3324 4.1933 0.113
H -0.1346 0.6956 2.0428 0.109
H -2.2348 4.0245 0.3382 0.093
H -0.5990 4.5517 0.0118 0.093
H -1.8542 6.0749 1.6215 0.106
H -0.3690 5.3984 2.3213 0.110
H -3.2076 4.3465 2.7221 0.123
H -2.1961 5.1272 3.9409 0.114
H -3.1626 2.3198 4.4645 0.123
H -2.1325 3.3947 5.4091 0.113
N -2.5831 6.5109 -6.5578 0.142
C -2.3172 5.6445 -5.8417 -0.190
C -1.9818 4.5915 -4.9460 -0.223
C -1.0111 3.6236 -5.2600 -0.004
C -0.6860 2.6655 -4.3197 -0.112
N -1.2531 2.5858 -3.1069 0.125
C -2.2015 3.4918 -2.8265 -0.132
C -2.5956 4.4983 -3.6806 -0.019
H -0.5287 3.6320 -6.2293 0.118
H 0.0665 1.9155 -4.5342 0.093
H -2.6677 3.3992 -1.8486 0.097
H -3.3592 5.2083 -3.3910 0.111
C -3.8512 0.6951 0.6738 -0.065
O -3.8888 -0.6251 0.1131 -0.146
C -2.7248 -1.1267 -0.2162 -0.159
C -2.9405 -2.4765 -0.7889 -0.092
H -4.2050 0.6391 1.7039 0.085
H -4.5208 1.3330 0.0962 0.082
H -2.8325 1.0837 0.6365 0.065
H -3.9484 -2.8752 -0.6336 0.077
H -2.1751 -3.1594 -0.4128 0.082
H -2.7354 -2.3449 -1.8616 0.060

---

131
Properties=species:S:1:pos:R:3:lowdin_charge:R:1 method="wB97M-V/def2-TZVPD" total_charge=0 spin_multiplicity=1 gap_ha=0.2914
Sc -0.3455 2.1529 -0.0468 0.903
C 5.1592 -1.5629 -4.5213 -0.068
C 5.3075 -0.5545 -3.3802 -0.559
C 6.2380 0.5748 -3.8452 -0.046
C 5.9475 -1.2725 -2.1811 -0.052
C 3.9620 0.0400 -2.9679 -0.168
C 3.8888 0.9223 -1.8907 -0.065
C 2.6768 1.4658 -1.5237 -0.401
Se 2.5260 2.6326 0.0068 1.203
C 2.5360 1.3110 1.4209 -0.385
C 3.7009 0.6245 1.6987 -0.064
C 3.7230 -0.3553 2.6872 -0.168
C 2.5423 -0.5556 3.3859 0.011
C 1.3479 0.1332 3.1585 -0.075
C 1.3299 1.0970 2.1305 -0.344
O 0.2462 1.7791 1.7740 -0.264
C 0.1584 -0.2775 4.0591 -0.509
C 0.5658 -0.0919 5.5308 -0.046
C -0.1561 -1.7636 3.8074 -0.044
C -1.1528 0.4973 3.8673 -0.047
C 5.0078 -1.1323 2.9784 -0.557
C 6.0895 -0.1626 3.4768 -0.046
C 5.4991 -1.8235 1.6968 -0.047
C 4.7911 -2.2047 4.0458 -0.069
C 1.4772 1.1953 -2.2179 -0.368
O 0.3633 1.7724 -1.7850 -0.242
C 1.5245 0.2971 -3.2963 -0.083
C 2.7733 -0.2397 -3.6302 0.019
C 0.3082 -0.1754 -4.1335 -0.512
C 0.2284 -1.7126 -4.0878 -0.043
C -1.0623 0.3481 -3.6796 -0.049
C 0.5036 0.2699 -5.5919 -0.045
H 6.1419 -1.9703 -4.7732 0.085
H 4.7502 -1.0973 -5.4241 0.086
H 4.5105 -2.3986 -4.2361 0.089
H 7.2133 0.1713 -4.1376 0.084
H 6.3982 1.3102 -3.0508 0.080
H 5.8078 1.0968 -4.7054 0.091
H 6.8877 -1.7485 -2.4795 0.086
H 5.2772 -2.0446 -1.7903 0.090
H 6.1703 -0.5765 -1.3666 0.066
H 4.7789 1.1945 -1.3309 0.103
H 4.5923 0.8553 1.1228 0.100
H 2.5373 -1.3073 4.1677 0.088
H 1.4498 -0.6795 5.7915 0.074
H -0.2530 -0.4023 6.1890 0.086
H 0.7889 0.9597 5.7323 0.093
H 0.6826 -2.4130 4.0758 0.083
H -0.3817 -1.9282 2.7451 0.072
H -1.0253 -2.0730 4.3989 0.059
H -1.0417 1.5488 4.1435 0.079
H -1.9132 0.0504 4.5221 0.083
H -1.5128 0.4600 2.8425 0.065
H 6.3166 0.5992 2.7250 0.080
H 7.0150 -0.7029 3.7035 0.084
H 5.7572 0.3494 4.3845 0.090
H 5.7454 -1.0979 0.9166 0.059
H 4.7288 -2.4924 1.3005 0.091
H 6.3985 -2.4136 1.9018 0.086
H 4.4905 -1.7678 5.0029 0.086
H 5.7242 -2.7493 4.2075 0.084
H 4.0278 -2.9268 3.7388 0.088
H 2.8060 -0.9303 -4.4662 0.092
H 0.1567 -2.0604 -3.0516 0.066
H 1.1036 -2.1856 -4.5456 0.077
H -0.6612 -2.0548 -4.6318 0.086
H -1.3037 0.0308 -2.6624 0.069
H -1.8236 -0.0567 -4.3566 0.085
H -1.1192 1.4354 -3.7054 0.088
H 1.4252 -0.1312 -6.0233 0.077
H 0.5462 1.3621 -5.6560 0.093
H -0.3359 -0.0788 -6.2039 0.086
C -2.0375 3.9581 2.6543 -0.007
N -1.7250 5.2410 2.0210 -0.147
C -2.5075 6.4113 2.3921 -0.032
C -0.8516 5.2849 1.0281 -0.297
O -0.2142 4.3104 0.6191 -0.097
H -2.4426 4.1490 3.6452 0.098
H -1.1377 3.3548 2.7311 0.066
H -2.7708 3.4090 2.0637 0.093
H -3.5684 6.1717 2.3362 0.096
H -2.3054 7.2310 1.7026 0.089
H -2.2710 6.7338 3.4059 0.092
H -0.7041 6.2792 0.5986 0.152
Cl -6.0395 0.3134 4.4099 0.684
C -5.3412 -0.7949 3.2752 -0.664
C -5.6390 -0.6881 1.9290 -0.080
C -5.0340 -1.5531 1.0295 -0.011
C -4.1375 -2.5371 1.4404 -0.174
C -3.4816 -3.4670 0.4189 -0.271
C -1.9569 -3.5645 0.4912 -0.075
N -1.1698 -2.3510 0.2410 -0.053
C 0.1216 -2.3902 -0.2434 -0.038
C 0.5355 -1.1008 -0.3322 -0.079
N -0.4887 -0.2649 0.0663 0.063
C -1.4831 -1.0490 0.4333 -0.162
O -3.9777 -3.2708 -0.8895 -0.091
C -3.3714 -2.2537 -1.7014 -0.161
C -4.2829 -1.9315 -2.8416 -0.306
C -4.5946 -2.7896 -3.8493 -0.974
Cl -3.9827 -4.3767 -4.0639 0.670
S -5.6719 -2.1011 -4.9903 1.006
C -5.7115 -0.6225 -4.1284 -0.395
C -4.9332 -0.6698 -3.0164 -0.133
C -3.9387 -2.6677 2.8156 -0.560
Cl -3.0211 -3.9887 3.4894 0.756
C -4.5056 -1.7957 3.7297 -0.136
H -6.3347 0.0699 1.5949 0.112
H -5.2783 -1.4779 -0.0241 0.121
H -3.8043 -4.4752 0.6758 0.157
H -1.6556 -4.2893 -0.2601 0.141
H -1.6880 -3.9653 1.4592 0.069
H 0.6183 -3.3198 -0.4841 0.132
H 1.4908 -0.7256 -0.6669 0.116
H -2.4277 -0.7150 0.8362 0.124
H -2.4025 -2.5984 -2.0732 0.126
H -3.2034 -1.3395 -1.1337 0.086
H -6.3069 0.2038 -4.4990 0.074
H -4.7968 0.1711 -2.3404 0.062
H -4.3101 -1.9136 4.7877 0.108
Br -6.9374 3.7078 -2.0358 0.706
C -5.1751 3.2858 -1.4634 -0.695
C -4.8593 1.9824 -1.1323 -0.173
C -3.5675 1.6934 -0.6992 -0.135
C -2.5417 2.6412 -0.5927 -0.173
C -2.9286 3.9350 -0.9806 -0.139
C -4.2118 4.2763 -1.4017 -0.135
H -5.6043 1.2028 -1.2311 0.080
H -3.3608 0.6485 -0.4699 0.053
H -2.1891 4.7274 -1.0317 0.081
H -4.4469 5.2894 -1.7058 0.097

---

130
Properties=species:S:1:pos:R:3:lowdin_charge:R:1 method="wB97M-V/def2-TZVPD" s_squared=0.76 total_charge=+1 spin_multiplicity=2 relative_energy_kj_mol=0.0 gap_ha="0.2633 / 0.2228"
Ir -0.6347 -0.0151 0.7155 0.775
C 1.4004 -4.2565 2.6070 -0.180
Si 0.8978 -3.5787 0.9259 0.339
C 2.0538 -4.3820 -0.3059 -0.163
C -0.8248 -4.1775 0.5237 -0.174
N 0.9242 -1.8320 0.8443 -0.335
P 2.1195 -0.9070 0.3181 0.722
C 1.2360 0.5919 0.1425 -0.467
P 1.2726 1.9166 1.2898 0.721
N 0.1889 1.2659 2.3026 -0.356
Si -0.6030 2.0371 3.6741 0.359
C -2.0612 3.1307 3.2535 -0.171
C 0.6087 3.1138 4.6246 -0.168
C -1.1917 0.7591 4.9025 -0.160
C 2.7971 2.3770 2.1281 -0.296
C 3.6466 3.3421 1.5890 -0.066
C 4.8166 3.6841 2.2503 -0.062
C 5.1322 3.0770 3.4576 -0.063
C 4.2910 2.1121 3.9964 -0.071
C 3.1320 1.7564 3.3296 -0.120
C 0.8313 3.3916 0.3494 -0.361
C 0.5423 4.5850 1.0097 -0.085
C 0.1834 5.7083 0.2857 -0.057
C 0.1240 5.6503 -1.1024 -0.061
C 0.4293 4.4711 -1.7637 -0.070
C 0.7790 3.3403 -1.0389 -0.134
C 3.5333 -0.7995 1.4348 -0.307
C 3.4912 -1.4561 2.6574 -0.081
C 4.5993 -1.4383 3.4965 -0.063
C 5.7397 -0.7491 3.1186 -0.071
C 5.7741 -0.0588 1.9106 -0.066
C 4.6768 -0.0845 1.0701 -0.096
C 2.8992 -1.3291 -1.2593 -0.288
C 2.2272 -1.0128 -2.4380 -0.101
C 2.7640 -1.3740 -3.6641 -0.073
C 3.9723 -2.0554 -3.7222 -0.055
C 4.6499 -2.3668 -2.5533 -0.055
C 4.1169 -2.0029 -1.3268 -0.098
H 1.0625 -5.2934 2.6882 0.040
H 2.4873 -4.2689 2.7115 0.028
H 0.9886 -3.7097 3.4565 0.018
H 1.9292 -5.4664 -0.2322 0.045
H 1.8457 -4.0880 -1.3374 0.034
H 3.1024 -4.1671 -0.0976 0.024
H -0.9782 -5.1925 0.8981 0.051
H -1.5948 -3.5393 0.9523 -0.004
H -0.9729 -4.2092 -0.5578 0.012
H -1.8575 3.8201 2.4335 0.015
H -2.9508 2.5576 2.9902 0.017
H -2.3024 3.7174 4.1451 0.041
H 1.1412 3.8600 4.0330 0.022
H 0.0234 3.6515 5.3761 0.042
H 1.3578 2.5260 5.1554 0.027
H -2.0597 0.1950 4.5634 0.013
H -0.3979 0.0640 5.1839 0.034
H -1.4939 1.2946 5.8073 0.045
H 3.3910 3.8361 0.6597 0.110
H 5.4716 4.4368 1.8318 0.110
H 6.0365 3.3580 3.9819 0.111
H 4.5410 1.6359 4.9355 0.116
H 2.4738 1.0012 3.7381 0.101
H 0.5919 4.6388 2.0903 0.097
H -0.0492 6.6309 0.8008 0.112
H -0.1562 6.5303 -1.6666 0.110
H 0.3892 4.4294 -2.8451 0.096
H 0.9905 2.4072 -1.5480 0.053
H 2.5898 -1.9742 2.9512 0.079
H 4.5688 -1.9638 4.4423 0.112
H 6.6053 -0.7384 3.7685 0.113
H 6.6594 0.4946 1.6265 0.115
H 4.7119 0.4416 0.1228 0.122
H 1.2935 -0.4617 -2.3833 0.030
H 2.2545 -1.1190 -4.5834 0.086
H 4.3880 -2.3352 -4.6813 0.112
H 5.5938 -2.8939 -2.5945 0.113
H 4.6524 -2.2526 -0.4203 0.108
C -3.4861 -2.4740 -0.7608 -0.257
Sb -1.9176 -1.1417 -1.3473 1.361
C -3.3090 0.1152 -2.3559 -0.304
C -1.1104 -2.3338 -2.9800 -0.271
C -2.0414 -2.2789 -4.1513 -0.303
C -3.1647 -3.1056 -4.1514 -0.067
C -4.1361 -3.0137 -5.1341 -0.074
C -3.9878 -2.0827 -6.1504 -0.074
C -2.8522 -1.2898 -6.1893 -0.049
C -1.8589 -1.3775 -5.2135 -0.286
C -0.6260 -0.5403 -5.3601 -0.315
Sb -0.4560 1.1803 -4.0403 1.335
C 1.2097 2.0004 -5.1178 -0.318
C -1.9829 2.2939 -5.0470 -0.314
H -3.9877 -2.0759 0.1207 0.001
H -3.1335 -3.4787 -0.5551 -0.002
H -4.1985 -2.4962 -1.5844 0.015
H -3.5393 -0.3277 -3.3252 0.016
H -2.9443 1.1319 -2.4577 -0.043
H -4.2087 0.1202 -1.7411 0.018
H -1.0570 -3.3437 -2.5719 0.055
H -0.0982 -2.0097 -3.2012 0.019
H -3.2770 -3.8340 -3.3563 0.110
H -4.9987 -3.6661 -5.1080 0.107
H -4.7379 -1.9920 -6.9248 0.106
H -2.7155 -0.5949 -7.0099 0.114
H -0.5711 -0.1342 -6.3711 0.065
H 0.2682 -1.1447 -5.2061 0.040
H 1.0306 1.9335 -6.1906 0.010
H 2.1198 1.4561 -4.8673 -0.009
H 1.3524 3.0463 -4.8473 -0.006
H -1.6668 2.5194 -6.0650 0.011
H -2.1948 3.2219 -4.5186 0.001
H -2.8919 1.6930 -5.0771 -0.001
C -1.2859 -2.2009 3.2688 -0.057
C -2.5100 -1.5397 2.7253 -0.327
C -3.7586 -1.9508 3.2580 -0.002
C -4.8983 -1.3051 2.9108 0.017
C -4.8274 -0.1890 2.0429 -0.163
C -5.9661 0.5682 1.7052 -0.026
C -5.8371 1.6604 0.8903 -0.057
C -4.5801 2.0284 0.3937 -0.100
C -3.4462 1.3020 0.6937 -0.601
S -1.8868 1.8198 0.1119 0.660
C -3.5628 0.1615 1.5261 -0.263
N -2.4219 -0.5630 1.8409 -0.028
H -1.3572 -3.2844 3.1795 0.084
H -1.2264 -1.9726 4.3345 0.089
H -0.3822 -1.8430 2.7858 0.031
H -3.7683 -2.7803 3.9520 0.126
H -5.8593 -1.6104 3.3063 0.129
H -6.9281 0.2765 2.1059 0.117
H -6.7045 2.2526 0.6305 0.113
H -4.4856 2.9057 -0.2346 0.115